1.
C48H31BrClF4N2O6PS2Sr | ωB97M-V/def2-TZVPD

Structure (XYZ):
```
97
Properties=species:S:1:pos:R:3:lowdin_charge:R:1
Sr -1.241 0.606 -0.509 1.344
Cl 4.817 2.910 -3.271 0.553
C 3.940 1.973 -2.054 -0.679
C 4.056 2.334 -0.698 -0.123
C 3.407 1.623 0.265 -0.004
C 2.587 0.485 -0.060 -0.380
O 2.066 -0.242 0.821 -0.163
C 2.432 0.189 -1.460 -0.164
C 1.488 -0.767 -1.975 -0.101
N 0.695 -1.500 -1.267 0.082
C -0.105 -2.487 -1.832 -0.238
C 0.305 -3.304 -2.853 -0.019
C -0.545 -4.308 -3.379 -0.085
C -1.794 -4.507 -2.880 -0.056
C -2.251 -3.704 -1.798 -0.154
C -3.547 -3.836 -1.247 -0.013
C -3.944 -3.031 -0.222 -0.041
C -3.020 -2.087 0.276 -0.141
N -1.812 -1.944 -0.205 0.027
C -1.412 -2.721 -1.253 -0.186
C 3.138 0.939 -2.425 -0.111
H 4.659 3.194 -0.431 0.097
H 3.488 1.891 1.311 0.112
H 1.444 -0.795 -3.075 0.128
H 1.302 -3.174 -3.255 0.108
H -0.190 -4.915 -4.205 0.095
H -2.456 -5.257 -3.296 0.099
H -4.218 -4.579 -1.663 0.111
H -4.934 -3.098 0.207 0.101
H -3.289 -1.441 1.108 0.085
H 3.022 0.694 -3.476 0.105
F -3.008 -4.376 6.127 0.099
C -2.174 -3.747 5.285 -0.151
C -0.999 -4.351 4.892 -0.144
F -0.695 -5.568 5.371 0.099
C -0.138 -3.688 4.033 -0.218
F 1.013 -4.340 3.783 0.081
C -0.406 -2.438 3.500 -0.264
P 0.623 -1.441 2.188 1.123
C 1.780 -0.870 3.494 -0.339
C 1.647 0.473 3.852 -0.084
C 2.505 1.036 4.786 -0.079
C 3.511 0.272 5.364 -0.113
C 3.641 -1.067 5.018 -0.104
C 2.775 -1.636 4.093 -0.093
C 1.391 -2.939 1.428 -0.353
C 2.738 -3.003 1.084 -0.092
C 3.247 -4.106 0.413 -0.086
C 2.416 -5.161 0.058 -0.109
C 1.067 -5.098 0.376 -0.093
C 0.565 -3.996 1.051 -0.127
C -1.593 -1.841 3.952 -0.578
Br -2.035 -0.073 3.462 0.913
C -2.462 -2.478 4.820 -0.276
F -3.595 -1.904 5.250 0.055
H 0.879 1.092 3.397 0.070
H 2.390 2.083 5.040 0.103
H 4.193 0.719 6.079 0.087
H 4.423 -1.672 5.464 0.089
H 2.882 -2.683 3.835 0.093
H 3.386 -2.173 1.330 0.105
H 4.300 -4.134 0.157 0.093
H 2.815 -6.020 -0.470 0.088
H 0.398 -5.902 0.092 0.098
H -0.494 -3.961 1.286 0.103
O -0.350 3.036 3.046 -0.030
C -0.581 2.979 1.831 -0.639
O -0.935 1.924 1.218 -0.377
C -0.474 4.251 1.003 -0.145
C -0.726 5.428 1.711 -0.063
C -0.657 6.679 1.127 -0.132
C -0.283 6.755 -0.213 -0.136
C -0.012 5.604 -0.923 -0.163
C -0.119 4.309 -0.369 -0.609
S 0.260 2.968 -1.451 0.556
H -0.973 5.320 2.760 0.101
H -0.878 7.573 1.699 0.077
H -0.198 7.719 -0.705 0.082
H 0.293 5.668 -1.961 0.072
C -1.425 5.705 -5.256 -0.058
C -1.857 4.365 -4.725 -0.281
C -2.959 4.252 -3.886 -0.039
C -3.320 3.027 -3.346 -0.050
C -2.570 1.901 -3.646 -0.298
C -1.477 1.991 -4.495 -0.069
C -1.134 3.218 -5.032 -0.050
S -2.950 0.384 -2.832 0.447
O -1.643 -0.315 -2.751 -0.450
O -3.956 -0.301 -3.603 -0.305
O -3.405 0.762 -1.458 -0.492
H -2.114 6.492 -4.949 0.068
H -1.370 5.705 -6.347 0.071
H -0.432 5.959 -4.877 0.079
H -3.525 5.140 -3.626 0.107
H -4.160 2.947 -2.669 0.115
H -0.882 1.111 -4.697 0.115
H -0.258 3.294 -5.667 0.114
```

As for the net charge: -2. The gap between HOMO and LUMO comes out at 5.676 eV. Its calculated total energy is -7011.077140 Eh.

***

2.
C48H35IIrN5O4P2Se2 | ωB97M-V/def2-TZVPD

Structure (XYZ):
```
98
Properties=species:S:1:pos:R:3:lowdin_charge:R:1
Ir -0.558 1.628 1.123 1.198
O 2.218 -1.282 1.079 0.073
C 1.599 -0.264 1.322 -0.586
O 0.312 -0.202 1.512 -0.220
C 2.270 1.066 1.499 -0.191
C 3.542 1.177 2.029 0.019
C 3.940 2.416 2.494 0.016
C 3.092 3.509 2.395 -0.151
C 3.350 4.780 2.997 -0.039
C 2.338 5.662 3.140 -0.037
C 0.987 5.300 2.699 -0.124
C 0.974 4.437 1.588 -0.049
C 1.854 3.366 1.689 -0.201
N 1.475 2.109 1.282 0.027
H 4.150 0.290 2.127 0.124
H 4.891 2.525 3.002 0.125
H 4.346 5.001 3.363 0.114
H 2.484 6.610 3.642 0.108
H 0.302 6.137 2.636 0.128
H 0.130 4.399 0.930 0.076
Se -0.571 -2.181 -4.709 0.309
P 0.657 -2.261 -2.989 0.553
C 2.431 -2.340 -3.329 -0.342
C 3.333 -2.237 -2.269 -0.071
C 4.676 -2.478 -2.495 -0.069
C 5.118 -2.838 -3.764 -0.083
C 4.220 -2.933 -4.815 -0.080
C 2.871 -2.681 -4.599 -0.102
C 0.397 -3.723 -1.951 -0.345
C 0.400 -3.659 -0.563 -0.072
C 0.299 -4.834 0.173 -0.066
C 0.212 -6.057 -0.472 -0.082
C 0.225 -6.119 -1.861 -0.079
C 0.314 -4.953 -2.602 -0.100
C 0.443 -0.806 -1.951 -0.400
C -0.580 -0.311 -1.175 -0.435
N -0.186 0.931 -0.772 -0.216
N 1.026 1.171 -1.290 0.001
N 1.402 0.161 -2.003 0.058
P -2.278 -0.676 -0.818 0.701
Se -2.830 0.379 0.977 0.508
C -2.675 -2.424 -0.704 -0.354
C -2.868 -3.001 0.549 -0.102
C -3.229 -4.335 0.642 -0.072
C -3.394 -5.090 -0.511 -0.065
C -3.202 -4.514 -1.759 -0.058
C -2.853 -3.178 -1.863 -0.097
C -3.185 -0.068 -2.261 -0.345
C -2.562 0.718 -3.224 -0.097
C -3.277 1.147 -4.333 -0.068
C -4.608 0.792 -4.482 -0.070
C -5.236 0.018 -3.514 -0.068
C -4.529 -0.409 -2.403 -0.085
H 2.990 -1.966 -1.276 0.093
H 5.380 -2.400 -1.677 0.106
H 6.167 -3.045 -3.931 0.102
H 4.564 -3.214 -5.802 0.102
H 2.159 -2.737 -5.414 0.059
H 0.511 -2.712 -0.047 0.087
H 0.299 -4.785 1.254 0.112
H 0.147 -6.971 0.106 0.103
H 0.170 -7.075 -2.364 0.104
H 0.314 -4.983 -3.685 0.091
H -2.741 -2.402 1.441 0.067
H -3.388 -4.782 1.614 0.109
H -3.684 -6.130 -0.437 0.109
H -3.332 -5.100 -2.659 0.114
H -2.711 -2.732 -2.840 0.054
H -1.514 0.970 -3.136 0.097
H -2.780 1.738 -5.091 0.110
H -5.158 1.115 -5.356 0.106
H -6.273 -0.265 -3.632 0.107
H -5.017 -1.022 -1.654 0.116
I 3.603 -1.196 6.922 0.858
C 2.357 0.212 6.015 -0.734
C 2.529 1.560 6.303 -0.144
C 1.736 2.497 5.664 -0.008
C 0.768 2.091 4.750 -0.118
C 0.589 0.734 4.495 -0.015
C 1.388 -0.212 5.119 -0.134
C 0.049 3.100 3.915 -0.491
O 0.348 4.321 4.122 0.020
O -0.765 2.730 3.021 -0.147
H 3.289 1.876 7.004 0.092
H 1.881 3.552 5.850 0.122
H -0.150 0.418 3.772 0.098
H 1.264 -1.261 4.891 0.100
C -3.314 5.216 -0.692 -0.049
C -2.495 4.466 -1.518 -0.034
C -1.671 3.509 -0.957 -0.115
N -1.666 3.256 0.358 -0.151
C -2.463 3.976 1.159 -0.126
C -3.285 4.974 0.670 -0.030
H -3.960 5.980 -1.103 0.113
H -2.488 4.612 -2.589 0.113
H -0.990 2.929 -1.558 0.094
H -2.423 3.733 2.209 0.108
H -3.892 5.547 1.356 0.113
```

As for the net charge: 0. The gap between HOMO and LUMO comes out at 7.380 eV. Its calculated total energy is -8312.581740 Eh.

***

3.
C48H37CrN2O6P2S | ωB97M-V/def2-TZVPD

Structure (XYZ):
```
97
Properties=species:S:1:pos:R:3:lowdin_charge:R:1
Cr 0.141 -0.289 0.528 0.322
O -2.581 -1.483 3.242 0.139
C -1.558 -1.048 2.553 -0.554
O -1.618 -0.953 1.340 -0.010
C -0.365 -0.621 3.278 -0.214
C -0.096 -0.723 4.628 0.035
C 1.196 -0.397 5.057 -0.061
C 2.174 -0.039 4.154 0.016
C 1.834 0.049 2.788 -0.183
N 0.542 -0.162 2.412 0.021
C 2.645 0.291 1.643 -0.482
O 3.958 0.524 1.735 0.145
O 2.158 0.307 0.509 -0.014
H -3.181 -1.897 2.602 0.150
H -0.856 -1.088 5.306 0.129
H 1.447 -0.477 6.107 0.104
H 3.188 0.140 4.497 0.114
H 4.228 0.466 2.659 0.106
O -1.949 1.136 -1.913 -0.034
C -2.385 2.380 -1.538 -0.275
C -3.495 2.959 -2.141 -0.018
C -3.882 4.229 -1.758 -0.068
C -3.164 4.914 -0.785 -0.070
C -2.095 4.297 -0.158 -0.067
C -1.698 3.003 -0.506 -0.253
P -0.460 2.083 0.547 1.137
C -1.296 2.548 2.136 -0.329
C -0.859 3.498 3.058 -0.082
C -1.608 3.778 4.200 -0.078
C -2.805 3.125 4.430 -0.085
C -3.272 2.206 3.498 -0.066
C -2.527 1.928 2.362 -0.099
C 0.989 3.180 0.344 -0.331
C 1.949 3.401 1.330 -0.104
C 3.092 4.137 1.047 -0.072
C 3.300 4.649 -0.224 -0.081
C 2.361 4.417 -1.219 -0.070
C 1.217 3.685 -0.937 -0.077
C -1.376 0.943 -3.148 -0.262
C -1.513 1.813 -4.221 -0.009
C -0.952 1.463 -5.442 -0.076
C -0.264 0.270 -5.589 -0.080
C -0.088 -0.560 -4.489 -0.059
C -0.617 -0.225 -3.249 -0.262
P -0.272 -1.175 -1.713 1.121
C -1.629 -2.405 -1.721 -0.316
C -2.771 -2.222 -2.501 -0.075
C -3.824 -3.126 -2.432 -0.088
C -3.750 -4.220 -1.581 -0.093
C -2.622 -4.403 -0.790 -0.073
C -1.570 -3.499 -0.854 -0.102
C 1.218 -2.075 -2.277 -0.364
C 1.239 -3.403 -2.683 -0.072
C 2.423 -3.979 -3.136 -0.078
C 3.585 -3.225 -3.206 -0.093
C 3.568 -1.890 -2.811 -0.082
C 2.393 -1.322 -2.341 -0.111
H -4.042 2.415 -2.902 0.129
H -4.748 4.687 -2.222 0.108
H -3.453 5.919 -0.501 0.105
H -1.560 4.814 0.631 0.114
H 0.053 4.046 2.890 0.087
H -1.251 4.524 4.904 0.104
H -3.380 3.337 5.326 0.104
H -4.219 1.701 3.660 0.109
H -2.911 1.231 1.625 0.112
H 1.826 2.978 2.316 0.100
H 3.833 4.296 1.822 0.107
H 4.197 5.217 -0.443 0.103
H 2.521 4.803 -2.219 0.106
H 0.487 3.507 -1.721 0.105
H -2.051 2.744 -4.121 0.105
H -1.063 2.136 -6.285 0.106
H 0.156 -0.004 -6.549 0.103
H 0.496 -1.468 -4.589 0.109
H -2.843 -1.374 -3.171 0.099
H -4.703 -2.975 -3.048 0.099
H -4.572 -4.925 -1.528 0.099
H -2.561 -5.238 -0.103 0.103
H -0.716 -3.621 -0.202 0.068
H 0.335 -3.998 -2.638 0.104
H 2.431 -5.018 -3.445 0.103
H 4.505 -3.677 -3.561 0.100
H 4.474 -1.296 -2.861 0.105
H 2.390 -0.293 -1.997 0.105
O 0.859 -2.199 0.566 -0.297
N 1.591 -3.159 1.099 -0.149
C 2.860 -3.227 0.616 -0.027
C 3.738 -4.193 1.003 -0.072
C 3.305 -5.141 1.935 -0.088
C 2.035 -5.060 2.434 -0.113
C 1.106 -4.056 2.041 -0.689
S -0.457 -3.981 2.690 0.648
H 3.099 -2.454 -0.097 0.119
H 4.738 -4.207 0.592 0.103
H 3.973 -5.932 2.259 0.104
H 1.672 -5.769 3.164 0.092
```

As for the net charge: 0. As for the spin multiplicity: 2. The gap between HOMO and LUMO (spin up / spin down) comes out at 5.543 / 5.596 eV. Its calculated total energy is -4537.634126 Eh.

***

4.
C48H37CsN2OP2SSe2 | ωB97M-V/def2-TZVPD

Structure (XYZ):
```
94
Properties=species:S:1:pos:R:3:lowdin_charge:R:1
Cs -1.462 -0.094 -0.858 0.873
O -0.310 -0.274 3.531 -0.465
S 0.670 -1.146 2.814 0.944
C 2.217 -0.933 3.699 -0.357
C 2.222 -1.117 5.075 -0.082
C 3.379 -0.873 5.797 -0.061
C 4.522 -0.440 5.139 -0.067
C 4.498 -0.228 3.767 -0.099
C 3.344 -0.454 3.018 -0.357
P 3.425 0.086 1.244 1.120
C 2.269 1.527 1.363 -0.352
C 0.881 1.563 1.209 -0.139
C 0.168 2.723 1.475 -0.082
C 0.826 3.878 1.867 -0.073
C 2.207 3.871 1.991 -0.074
C 2.917 2.705 1.740 -0.111
C 2.560 -1.244 0.339 -0.416
C 2.616 -2.562 0.799 -0.131
C 2.049 -3.594 0.067 -0.076
C 1.452 -3.328 -1.158 -0.081
C 1.441 -2.030 -1.653 -0.124
C 1.985 -0.989 -0.907 -0.145
C 0.193 -2.833 3.258 -0.342
C 0.992 -3.735 3.940 -0.075
C 0.494 -4.992 4.259 -0.065
C -0.798 -5.336 3.900 -0.064
C -1.589 -4.441 3.188 -0.067
C -1.112 -3.182 2.846 -0.340
P -2.005 -2.064 1.675 0.983
C -3.334 -3.163 1.046 -0.386
C -4.627 -3.220 1.563 -0.077
C -5.562 -4.090 1.015 -0.073
C -5.218 -4.908 -0.053 -0.080
C -3.935 -4.853 -0.581 -0.075
C -3.004 -3.980 -0.038 -0.105
C -2.955 -0.882 2.696 -0.403
C -3.094 -0.952 4.076 -0.087
C -3.788 0.036 4.756 -0.065
C -4.350 1.103 4.065 -0.074
C -4.224 1.175 2.685 -0.084
C -3.529 0.182 2.006 -0.152
H 1.313 -1.432 5.575 0.123
H 3.387 -1.020 6.870 0.109
H 5.432 -0.258 5.696 0.107
H 5.385 0.136 3.261 0.097
H 0.336 0.687 0.883 -0.020
H -0.912 2.720 1.390 0.102
H 0.263 4.783 2.060 0.110
H 2.734 4.772 2.282 0.104
H 3.998 2.704 1.839 0.094
H 3.100 -2.785 1.745 0.101
H 2.080 -4.606 0.452 0.108
H 1.033 -4.135 -1.747 0.105
H 1.033 -1.815 -2.636 0.074
H 1.989 0.011 -1.331 0.091
H 2.001 -3.469 4.229 0.106
H 1.119 -5.697 4.792 0.109
H -1.192 -6.310 4.162 0.108
H -2.584 -4.736 2.878 0.106
H -4.907 -2.584 2.395 0.106
H -6.564 -4.127 1.425 0.106
H -5.951 -5.582 -0.479 0.105
H -3.663 -5.483 -1.419 0.107
H -2.001 -3.935 -0.452 0.100
H -2.635 -1.767 4.620 0.110
H -3.881 -0.017 5.834 0.106
H -4.884 1.878 4.600 0.105
H -4.668 2.000 2.142 0.076
H -3.426 0.228 0.926 -0.019
Se -3.878 2.647 -0.786 1.113
N -2.137 2.545 -1.048 -0.439
C -1.694 3.782 -1.165 -0.390
C -0.335 4.134 -1.454 -0.030
C -0.024 5.444 -1.546 -0.057
C -1.011 6.477 -1.359 -0.067
C -2.307 6.195 -1.101 -0.025
C -2.697 4.819 -1.009 -0.379
N -3.934 4.410 -0.788 -0.218
H 0.392 3.350 -1.624 0.099
H 0.993 5.733 -1.780 0.110
H -0.701 7.511 -1.442 0.105
H -3.053 6.968 -0.978 0.113
Se -0.322 0.787 -3.577 0.354
C -0.160 0.380 -5.436 -0.713
C -1.141 -0.362 -6.102 -0.159
C -1.012 -0.673 -7.451 -0.113
C 0.100 -0.253 -8.169 -0.123
C 1.080 0.487 -7.521 -0.112
C 0.952 0.801 -6.173 -0.156
H -2.010 -0.692 -5.548 0.082
H -1.786 -1.250 -7.944 0.093
H 0.202 -0.500 -9.219 0.090
H 1.953 0.823 -8.069 0.094
H 1.720 1.377 -5.673 0.083
```

As for the net charge: 0. The gap between HOMO and LUMO comes out at 5.163 eV. Its calculated total energy is -7939.906412 Eh.

***

5.
C48H37F7O4Pd | ωB97M-V/def2-TZVPD

Structure (XYZ):
```
97
Properties=species:S:1:pos:R:3:lowdin_charge:R:1
Pd 1.990 2.664 -2.374 0.014
C -2.185 3.323 3.181 0.116
C -3.505 3.337 3.343 -0.282
C -4.458 2.851 2.333 -0.287
O -5.746 2.744 2.535 0.120
C -4.087 2.419 1.110 0.124
C -2.663 2.442 0.739 -0.219
C -1.630 2.877 1.893 -0.212
O -0.410 2.831 1.563 0.106
O -2.186 2.239 -0.415 0.108
O -3.897 3.650 4.571 0.119
H -1.506 3.602 3.973 0.148
H -4.708 1.998 0.333 0.148
F 8.686 7.673 4.775 0.063
C 7.616 6.993 5.231 -0.306
C 7.080 5.947 4.569 -0.036
C 6.001 5.269 5.099 -0.086
C 5.509 5.578 6.368 -0.090
C 6.109 6.615 7.122 -0.057
C 7.144 7.333 6.492 -0.017
H 7.500 5.769 3.590 0.121
H 5.496 4.477 4.566 0.103
H 4.671 4.988 6.710 0.094
H 5.848 6.811 8.152 0.098
H 7.758 8.057 7.007 0.112
F 3.732 -1.930 0.286 0.013
C 4.450 -2.832 1.073 -0.218
C 5.587 -2.463 1.867 -0.016
C 6.162 -3.408 2.711 -0.080
C 5.604 -4.712 2.765 -0.088
C 4.650 -5.090 1.823 -0.098
C 4.059 -4.162 0.989 -0.035
H 5.721 -1.399 1.993 0.107
H 6.920 -3.200 3.451 0.099
H 5.885 -5.429 3.523 0.096
H 4.352 -6.123 1.719 0.103
H 3.309 -4.515 0.297 0.115
F 0.808 -2.362 -4.700 0.075
C 0.425 -3.646 -4.741 -0.277
C 1.307 -4.657 -5.201 -0.025
C 1.001 -6.032 -5.258 -0.062
C -0.283 -6.472 -4.775 -0.082
C -1.142 -5.484 -4.319 -0.102
C -0.792 -4.131 -4.282 -0.030
H 2.207 -4.220 -5.606 0.106
H 1.790 -6.709 -5.548 0.093
H -0.589 -7.507 -4.794 0.093
H -2.109 -5.779 -3.939 0.100
H -1.457 -3.459 -3.760 0.111
F 0.389 5.074 -6.517 0.035
C -0.190 6.160 -7.113 -0.242
C 0.543 6.791 -8.148 -0.022
C 0.062 7.938 -8.688 -0.104
C -1.139 8.468 -8.227 -0.093
C -1.908 7.767 -7.306 -0.092
C -1.446 6.607 -6.735 -0.027
H 1.456 6.384 -8.558 0.115
H 0.598 8.478 -9.455 0.107
H -1.496 9.358 -8.724 0.099
H -2.833 8.216 -6.977 0.104
H -1.983 6.003 -6.019 0.118
F 1.836 -3.542 10.223 0.043
C 2.039 -2.736 9.154 -0.252
C 0.892 -2.360 8.480 -0.041
C 0.910 -1.480 7.410 -0.069
C 2.200 -1.090 6.986 -0.098
C 3.379 -1.460 7.652 -0.101
C 3.361 -2.317 8.746 0.004
H -0.051 -2.748 8.836 0.115
H 0.067 -1.093 6.857 0.102
H 2.308 -0.448 6.124 0.092
H 4.331 -1.165 7.234 0.099
H 4.285 -2.592 9.233 0.107
F -7.499 -0.687 -4.722 0.043
C -6.676 -0.614 -5.811 -0.236
C -6.511 -1.735 -6.609 -0.062
C -5.905 -1.727 -7.779 -0.097
C -5.338 -0.508 -8.184 -0.081
C -5.438 0.631 -7.399 -0.099
C -6.061 0.591 -6.188 -0.021
H -6.945 -2.658 -6.254 0.121
H -5.811 -2.579 -8.436 0.112
H -4.699 -0.561 -9.053 0.099
H -4.892 1.519 -7.684 0.106
H -6.181 1.487 -5.598 0.115
F -6.396 -3.584 1.553 0.044
C -5.344 -4.446 1.628 -0.263
C -5.542 -5.792 1.290 -0.007
C -4.451 -6.705 1.386 -0.076
C -3.219 -6.259 1.895 -0.081
C -3.068 -4.890 2.271 -0.083
C -4.134 -4.037 2.157 -0.045
H -6.484 -6.154 0.904 0.108
H -4.583 -7.702 0.991 0.096
H -2.383 -6.941 1.838 0.092
H -2.151 -4.565 2.740 0.101
H -3.916 -3.059 2.558 0.113
```

As for the net charge: 0. As for the spin multiplicity: 3. The gap between HOMO and LUMO (spin up / spin down) comes out at 4.982 / 3.447 eV. Its calculated total energy is -2978.821538 Eh.

***

- What is the formula in the fourth record?
  C48H37CsN2OP2SSe2

***

- Which formula does entry 1 have?
  C48H31BrClF4N2O6PS2Sr

***

- The lowest calculated total energy belongs to which entry?
  C48H35IIrN5O4P2Se2

***

- Which value of calculated total energy does entry 2 give?
  -8312.581740 Eh